Record 1
ORCA calculation (ωB97M-V/def2-TZVPD) on a cluster of 2 separate species, C2H3O4 in total.

Atoms and positions in Å:
O (-0.2826, 1.1263, -1.1822)
C (-0.9612, 0.1195, -1.5364)
O (-1.0593, -0.9685, -0.9684)
H (-1.5270, 0.2626, -2.4880)
O (1.0449, -0.8222, 2.6272)
C (0.9225, -0.4056, 1.4967)
O (0.5828, 0.8231, 1.2043)
H (1.0782, -1.0303, 0.6061)
H (0.2017, 0.8952, 0.2408)

## Properties
Kohn-Sham gap in eV: 9.51
Total charge: -1
Highest occupied orbital energy in eV: -5.2
Lowest unoccupied orbital energy in eV: 4.33

Atomic partial charges in e from the Mulliken method, atoms 1 to 6: atom 1 (O): -0.730, atom 2 (C): 0.060, atom 3 (O): -0.625, atom 4 (H): 0.370, atom 5 (O): -0.579, atom 6 (C): 0.275

Record 2
ORCA calculation (ωB97M-V/def2-TZVPD) on a cluster of 11 separate species, C26H66O10S10 in total.

Atoms and positions in Å:
C (6.1102, -0.3711, -1.6540)
S (6.5944, -0.6753, 0.0431)
O (6.7801, 0.6297, 0.7938)
C (4.9888, -1.4517, 0.5519)
H (5.3484, 0.2231, -1.8414)
H (5.7814, -1.3444, -2.3353)
H (6.9184, 0.1457, -2.1171)
H (4.1796, -0.7716, 0.2488)
H (4.9366, -1.8921, 1.6478)
H (4.7852, -2.2974, -0.1985)
C (3.7932, 2.0124, 3.9035)
S (2.7128, 2.8526, 4.9587)
O (1.9868, 1.7036, 5.6664)
C (3.8952, 3.4328, 6.1455)
H (3.9290, 0.9887, 4.2661)
H (4.8918, 2.6139, 3.6091)
H (3.1871, 1.7056, 2.9727)
H (4.2870, 4.3705, 5.6185)
H (4.6409, 2.7847, 6.3390)
H (3.3656, 3.8679, 6.9476)
C (-5.4068, 2.4134, 3.6162)
S (-4.0828, 1.7525, 2.5957)
O (-4.6670, 1.4150, 1.2349)
C (-3.3247, 3.3825, 2.3150)
H (-5.1659, 3.0386, 4.4119)
H (-6.0487, 1.6591, 3.9188)
H (-5.9294, 2.9003, 2.5326)
H (-4.0987, 4.2245, 2.0358)
H (-2.6879, 3.3538, 1.4624)
H (-2.5349, 3.7122, 3.0479)
C (-1.1967, 2.0595, -1.8980)
S (-0.2793, 2.8905, -3.1448)
O (-0.9521, 4.2432, -3.0423)
C (1.2444, 3.1069, -2.3035)
H (-0.8111, 1.2062, -1.6096)
H (-2.0185, 1.8544, -2.4635)
H (-1.3444, 2.6818, -1.0158)
H (1.8919, 3.4433, -2.9803)
H (1.7142, 2.0593, -2.2546)
H (1.1992, 3.7559, -1.4020)
C (2.4319, -5.1497, -3.1818)
S (4.0935, -4.6065, -2.6100)
O (4.1148, -3.0233, -2.6945)
C (3.8976, -5.0677, -0.8988)
H (1.7585, -4.6299, -2.7109)
H (2.4690, -6.1796, -3.1525)
H (2.4759, -4.7754, -4.1703)
H (3.6392, -6.0623, -1.0133)
H (3.2007, -4.4548, -0.5548)
H (4.7649, -5.1116, -0.2020)
C (0.4844, 4.2899, 1.3382)
S (0.7174, 6.0314, 0.9681)
O (1.6333, 5.9710, -0.1888)
C (-0.9014, 6.3317, 0.2931)
H (-0.3361, 4.0014, 2.0348)
H (1.4010, 3.9471, 1.9616)
H (0.4821, 3.7063, 0.4432)
H (-1.4910, 6.4477, 0.9811)
H (-1.2830, 5.6350, -0.2451)
H (-0.8202, 7.1590, -0.2725)
C (-2.9529, -4.1541, -3.7115)
S (-1.5860, -5.3242, -3.5943)
O (-0.8288, -4.9360, -2.3701)
C (-2.5719, -6.8782, -3.3240)
H (-2.7148, -3.1251, -3.7865)
H (-3.6035, -4.3850, -3.0784)
H (-3.3701, -4.3312, -4.6853)
H (-3.4545, -6.5702, -2.4220)
H (-1.9723, -7.6162, -3.0097)
H (-3.0046, -7.3155, -4.2808)
C (-0.5760, -1.6745, 4.9237)
S (-0.4338, 0.0663, 4.9849)
O (-1.4026, 0.6961, 3.9906)
C (-1.1286, 0.4777, 6.5182)
H (-1.6555, -2.0121, 4.8927)
H (-0.0540, -1.9938, 5.7700)
H (-0.0454, -1.9669, 4.0980)
H (-0.7166, -0.1350, 7.3032)
H (-2.2142, 0.4253, 6.5792)
H (-0.9431, 1.6556, 6.7598)
C (-7.0141, 0.3822, -1.4064)
S (-6.0444, -1.0952, -1.1665)
O (-6.7068, -2.0885, -2.1431)
C (-4.5757, -0.4665, -1.8892)
H (-6.4896, 1.1014, -1.1916)
H (-7.9517, 0.2681, -0.7367)
H (-7.1173, 0.1828, -2.4489)
H (-4.2047, 0.4801, -1.2293)
H (-4.5947, -0.2466, -2.9409)
H (-3.9530, -1.3347, -1.8833)
C (0.0855, -1.2779, -4.1051)
S (1.0736, -0.5772, -5.5110)
O (0.6696, 0.9168, -5.7001)
C (2.4579, -0.3953, -4.4741)
H (0.6464, -2.0495, -3.7212)
H (-0.8448, -1.8038, -4.6235)
H (-0.0550, -0.6430, -3.1758)
H (3.4734, 0.0887, -4.9042)
H (2.8103, -1.4815, -4.3460)
H (2.4961, 0.1953, -3.4938)
C (-0.0933, 0.3094, 1.2446)
C (-1.3391, -0.4826, 0.8128)
C (-1.1592, -1.5426, -0.1327)
C (0.1295, -1.7894, -0.6998)
C (1.2552, -1.0078, -0.4823)
C (1.0930, 0.0259, 0.5063)
H (-0.1843, 1.0459, 1.8620)
H (-2.2047, -0.0918, 1.6407)
H (-2.0261, -2.0936, -0.4122)
H (0.2236, -2.6543, -1.3629)
H (2.1857, -1.3607, -1.0270)
H (1.8426, 0.4426, 0.8355)

## Properties
Kohn-Sham gap in eV: 8.22
Highest occupied orbital energy in eV: -8.1
Lowest unoccupied orbital energy in eV: 0.09

Atomic partial charges in e from the Mulliken method, atoms 1 to 6: atom 1 (C): -0.810, atom 2 (S): 0.402, atom 3 (O): -0.614, atom 4 (C): 0.039, atom 5 (H): 0.283, atom 6 (H): 0.197

Record 3
ORCA calculation (ωB97M-V/def2-TZVPD) on an isolated molecule of CH6OP2S.

Atoms and positions in Å:
C (-0.2969, -0.7735, -0.7515)
P (0.0626, 1.0077, -0.3942)
S (-1.9729, 1.7370, -0.2976)
P (1.7789, 1.6496, 0.8476)
O (1.4452, 0.7749, 2.1670)
H (-0.7673, -1.1818, 0.2154)
H (-0.9501, -0.9414, -1.5561)
H (0.4530, -1.3620, -1.0231)
H (0.4277, 1.0887, -1.6888)
H (-1.6615, 2.9200, 0.3155)
H (1.6489, -0.1457, 1.8962)

## Properties
Kohn-Sham gap in eV: 7.37
Highest occupied orbital energy in eV: -7.1
Lowest unoccupied orbital energy in eV: 0.23
Structure (SMILES): C[P@@H](S)=PO

Atomic partial charges in e from the Mulliken method, atoms 1 to 6: atom 1 (C): -1.280, atom 2 (P): 0.332, atom 3 (S): -0.343, atom 4 (P): -0.019, atom 5 (O): -0.485, atom 6 (H): 0.298

Record 4
ORCA calculation (ωB97M-V/def2-TZVPD) on a cluster of 2 separate species, C5H14NP in total.

Atoms and positions in Å:
C (-1.3122, -1.8100, 1.5628)
C (0.9064, 2.6147, 0.1535)
C (2.0367, 0.4686, -0.5518)
C (-2.0544, -0.1939, -1.6271)
C (-0.1202, -1.1866, 0.8241)
N (1.0246, 1.1551, 0.2905)
P (-0.4282, 0.5950, 0.9003)
H (-1.3066, -2.8959, 1.5274)
H (-1.3954, -1.4757, 2.5437)
H (-2.2166, -1.3763, 1.0903)
H (1.9524, 2.9638, 0.0201)
H (0.1674, 2.7877, -0.6306)
H (0.5507, 3.0984, 1.0366)
H (2.9554, 0.8460, -0.0735)
H (1.9374, -0.5898, -0.4590)
H (1.7008, 0.7907, -1.6162)
H (-2.4002, 0.6715, -2.0326)
H (-2.6964, -0.7845, -1.0790)
H (-1.2628, -0.6888, -2.1092)
H (-0.0809, -1.3670, -0.2181)
H (0.7897, -1.5567, 1.3745)

## Properties
Kohn-Sham gap (spin up / spin down) in eV: 8.49 / 6.89
Highest occupied orbital energy (spin up / spin down) in eV: -8.0 / -6.4
Lowest unoccupied orbital energy (spin up / spin down) in eV: 0.50 / 0.46

Atomic partial charges in e from the Mulliken method, atoms 1 to 6: atom 1 (C): -1.313, atom 2 (C): -1.002, atom 3 (C): -0.822, atom 4 (C): -1.109, atom 5 (C): -0.476, atom 6 (N): 0.152

Record 5
ORCA calculation (ωB97M-V/def2-TZVPD) on a cluster of 2 separate species, NO5P in total.

Atoms and positions in Å:
N (1.8262, 0.0326, 0.0072)
O (2.5265, -1.0018, -0.0619)
O (-1.7275, 0.3185, 1.4681)
O (-1.6161, -1.4699, -0.4575)
O (2.4229, 1.1329, 0.0641)
O (-1.8360, 1.0077, -1.0175)
P (-1.5959, -0.0201, -0.0025)

## Properties
Kohn-Sham gap in eV: 7.04
Total charge: -2
Highest occupied orbital energy in eV: 0.0
Lowest unoccupied orbital energy in eV: 7.06

Atomic partial charges in e from the Mulliken method, atoms 1 to 6: atom 1 (N): 0.120, atom 2 (O): -0.546, atom 3 (O): -0.667, atom 4 (O): -0.663, atom 5 (O): -0.550, atom 6 (O): -0.633

Record 6
ORCA calculation (ωB97M-V/def2-TZVPD) on a structure of composition C30H20Br2N2OPRuS5.

Atoms and positions in Å:
Ru (-0.3825, -0.0201, -0.3774)
Br (0.5088, 0.4633, 4.9180)
C (-1.1099, 0.6270, 3.9659)
C (-2.3026, 0.9148, 4.6054)
C (-3.4713, 1.0517, 3.8844)
Br (-5.0557, 1.5022, 4.8296)
C (-3.4972, 0.8619, 2.4784)
C (-4.6482, 0.9577, 1.6763)
C (-4.5489, 0.7137, 0.3262)
C (-3.3096, 0.3748, -0.2203)
N (-2.2032, 0.3068, 0.5026)
C (-2.2717, 0.5495, 1.8312)
C (-1.0257, 0.4761, 2.5598)
O (0.0719, 0.3087, 1.9618)
H (-2.3112, 1.0447, 5.6775)
H (-5.5992, 1.2109, 2.1199)
H (-5.4191, 0.7674, -0.3076)
H (-3.2264, 0.1370, -1.2767)
N (0.3913, 2.1419, 0.0871)
C (0.9438, 2.8109, -1.0460)
C (0.9478, 4.1946, -1.1478)
C (1.4934, 4.7996, -2.2675)
C (2.0249, 4.0336, -3.2904)
C (2.0127, 2.6529, -3.1957)
C (1.4873, 2.0303, -2.0699)
P (1.4299, 0.2047, -1.8502)
C (0.9641, -0.2792, -3.5370)
C (1.7286, -1.0352, -4.4137)
C (1.2359, -1.3144, -5.6793)
C (-0.0175, -0.8627, -6.0578)
C (-0.8017, -0.1381, -5.1678)
C (-0.3110, 0.1548, -3.9118)
C (3.1762, -0.2262, -1.5856)
C (4.1481, 0.1251, -2.5215)
C (5.4722, -0.1851, -2.2816)
C (5.8362, -0.8475, -1.1190)
C (4.8732, -1.1963, -0.1858)
C (3.5447, -0.8807, -0.4132)
H (-0.1867, 2.7695, 0.6500)
H (1.1376, 1.7769, 0.6929)
H (0.5279, 4.7999, -0.3565)
H (1.5060, 5.8747, -2.3393)
H (2.4355, 4.5118, -4.1662)
H (2.3889, 2.0640, -4.0160)
H (2.6986, -1.4084, -4.1185)
H (1.8296, -1.8945, -6.3718)
H (-0.3886, -1.0818, -7.0473)
H (-1.7912, 0.1816, -5.4586)
H (-0.9066, 0.7110, -3.1841)
H (3.8802, 0.6372, -3.4325)
H (6.2216, 0.0858, -3.0100)
H (6.8746, -1.0817, -0.9357)
H (5.1625, -1.7222, 0.7117)
H (2.7849, -1.1407, 0.3136)
S (1.2849, -7.0419, -1.9519)
C (0.8672, -5.5207, -1.5132)
S (1.4424, -4.7588, -0.0550)
C (0.5191, -3.2904, -0.2303)
C (-0.2568, -3.1818, -1.3698)
S (-1.3168, -1.8789, -1.6738)
S (-0.1975, -4.5258, -2.4775)
S (0.5563, -2.1244, 0.9963)

## Properties
Kohn-Sham gap (spin up / spin down) in eV: 5.93 / 4.59
Total charge: +1
Highest occupied orbital energy (spin up / spin down) in eV: -9.7 / -10.4
Lowest unoccupied orbital energy (spin up / spin down) in eV: -3.77 / -5.82
Spin multiplicity: 5

Atomic partial charges in e from the Mulliken method, atoms 1 to 6: atom 1 (Ru): 0.684, atom 2 (Br): -0.061, atom 3 (C): -0.241, atom 4 (C): -0.356, atom 5 (C): 0.053, atom 6 (Br): -0.130